Molecular formula: C39H30Cl2IN3O2PSc
Method: DFT, wB97M-V/def2-TZVPD

Highest occupied orbital energy (alpha / beta) (eV): -12.19 / -12.21
2S+1: 1
Relative energy (zero: lowest compared OMol25 entry of this formula, charge and spin) (kJ/mol): 2046.65
Total charge: +2

```
79
C39H30Cl2IN3O2PSc (wB97M-V/def2-TZVPD)
Sc 1.715 -1.049 0.771
Cl 1.885 -1.011 3.667
C 0.066 0.410 1.910
Cl -0.524 -1.130 1.883
H 0.182 1.034 1.022
H 0.320 0.927 2.822
I 3.831 -2.902 0.537
C 5.274 -2.031 -0.785
C 6.506 -2.482 -0.388
C 7.652 -2.239 -1.160
C 7.504 -1.596 -2.347
C 6.244 -1.104 -2.765
C 6.197 -0.458 -4.024
C 5.048 0.088 -4.499
C 3.911 0.043 -3.685
C 3.885 -0.584 -2.456
P 2.257 -0.359 -1.666
C 1.841 1.394 -1.745
C 0.497 1.776 -1.734
C 0.160 3.109 -1.553
C 1.156 4.060 -1.367
C 2.492 3.682 -1.375
C 2.839 2.352 -1.553
C 1.089 -1.303 -2.680
C 0.768 -2.598 -2.278
C -0.077 -3.383 -3.048
C -0.623 -2.865 -4.214
C -0.337 -1.562 -4.602
C 0.520 -0.781 -3.842
C 5.062 -1.246 -1.962
H 6.613 -3.058 0.521
H 8.613 -2.600 -0.823
H 8.351 -1.443 -3.001
H 7.112 -0.414 -4.602
H 5.009 0.571 -5.465
H 3.020 0.549 -4.036
H -0.283 1.039 -1.884
H -0.880 3.407 -1.564
H 0.890 5.098 -1.221
H 3.267 4.426 -1.244
H 3.883 2.063 -1.562
H 1.168 -3.014 -1.357
H -0.305 -4.394 -2.741
H -1.279 -3.476 -4.820
H -0.780 -1.154 -5.500
H 0.726 0.237 -4.148
C -5.831 4.534 1.126
O -4.683 3.879 1.661
C -4.874 2.774 2.402
C -3.726 2.239 3.001
C -3.808 1.106 3.776
C -5.046 0.481 3.975
C -6.189 1.046 3.422
C -6.112 2.169 2.616
N -5.265 -0.649 4.800
N -4.379 -1.476 5.046
C -3.190 -1.590 4.297
C -2.059 -1.900 5.010
C -0.606 -1.822 4.748
C 0.071 -1.407 3.662
O 0.474 -2.384 1.583
C -1.819 -1.591 2.585
N -0.920 -1.017 0.287
C -2.153 -0.912 -0.186
C -3.435 -0.899 0.421
C -3.927 -1.064 1.719
C -3.130 -1.372 2.825
H -5.463 5.436 0.648
H -6.531 4.803 1.918
H -6.330 3.905 0.386
H -2.787 2.757 2.860
H -2.920 0.741 4.276
H -7.144 0.576 3.620
H -7.013 2.571 2.176
H -2.285 -2.180 6.034
H 0.000 -2.076 5.614
H -2.158 -0.909 -1.271
H -4.226 -0.767 -0.308
H -5.004 -1.034 1.836
```